*A*
DFT (the ωB97M-V functional and the def2-TZVPD basis) results for 2 unconnected molecules or ions with the total composition C4H8N2O.

Properties
orbital gap (spin up / spin down)	0.2848 / 0.3119	hartree
E_HOMO (spin up / spin down)	-8.6 / -8.7	eV

```
! RIJCOSX wB97M-V def2-TZVPD def2/J DEFGRID3
* xyz 0 1
C 1.111 -1.557 -1.693
N 0.281 -0.499 -1.124
C -0.265 -0.599 0.055
N -0.270 -0.022 2.427
C -1.160 0.525 0.462
O -2.194 0.184 1.031
C -0.868 1.981 0.160
H 0.731 -1.843 -2.679
H 1.051 -2.409 -1.016
H 2.151 -1.230 -1.789
H 0.145 0.309 -1.737
H 0.102 -0.975 2.267
H -0.901 2.175 -0.921
H -1.635 2.591 0.642
H 0.119 2.268 0.533
*
```

---

*B*
DFT (the ωB97M-V functional and the def2-TZVPD basis) results for a single C4H8N2O molecule.

Properties
orbital gap	0.3942	hartree
E_HOMO	-10.1	eV
SMILES	N#C[C@@H](N)CCO

```
! RIJCOSX wB97M-V def2-TZVPD def2/J DEFGRID3
* xyz 0 1
N -0.065 1.971 1.393
C -0.535 0.973 1.044
C -0.881 -0.363 0.513
N -2.006 -0.267 -0.419
C 0.407 -0.849 -0.202
C 1.329 0.264 -0.755
O 2.118 0.938 0.197
H -1.089 -1.014 1.379
H -2.243 -1.196 -0.763
H -2.837 0.080 0.053
H 0.087 -1.484 -1.038
H 0.989 -1.472 0.485
H 0.731 0.954 -1.373
H 2.054 -0.217 -1.408
H 1.570 1.617 0.620
*
```

---

Stability, lowest: *A*

---

*A*
DFT (the ωB97M-V functional and the def2-TZVPD basis) results for a single C4H8N2O molecule.

Properties
orbital gap	0.3791	hartree
E_HOMO	-9.6	eV
SMILES	C/N=C(\C)C(N)=O

```
! RIJCOSX wB97M-V def2-TZVPD def2/J DEFGRID3
* xyz 0 1
C -1.307 1.484 -0.487
N -0.034 0.990 -0.049
C 0.075 -0.259 0.125
C -1.027 -1.280 0.164
C 1.494 -0.739 0.270
N 2.395 0.269 0.284
O 1.753 -1.930 0.307
H -1.386 1.182 -1.543
H -2.164 1.064 0.046
H -1.295 2.561 -0.339
H -1.736 -1.205 -0.667
H -0.606 -2.284 0.184
H -1.595 -1.123 1.089
H 2.065 1.223 0.228
H 3.368 0.048 0.388
*
```

---

*B*
DFT (the ωB97M-V functional and the def2-TZVPD basis) results for a single C4H8N2O molecule.

Properties
orbital gap	0.3553	hartree
E_HOMO	-9.4	eV
SMILES	C[C@@H]1[C@H](C)N1N=O

```
! RIJCOSX wB97M-V def2-TZVPD def2/J DEFGRID3
* xyz 0 1
C 1.755 -0.554 0.257
C 0.532 0.247 0.639
C -0.893 0.048 0.157
C -1.188 -1.153 -0.721
N -0.126 1.129 -0.333
N -0.237 2.573 0.049
O -1.272 3.092 -0.222
H 1.783 -1.364 0.882
H 2.601 0.076 0.470
H 1.593 -0.797 -0.777
H 0.659 0.556 1.701
H -1.762 0.267 0.713
H -2.238 -1.372 -0.696
H -0.437 -1.927 -0.403
H -0.769 -0.821 -1.718
*
```

---

Stability, lowest: *B*

---

*A*
DFT (the ωB97M-V functional and the def2-TZVPD basis) results for a single C4H7NS molecule.

Properties
orbital gap	0.3510	hartree
E_HOMO	-8.9	eV
SMILES	C1NC[C@H]2S[C@H]12

```
! RIJCOSX wB97M-V def2-TZVPD def2/J DEFGRID3
* xyz 0 1
C -0.575 0.063 1.374
N -1.865 0.430 0.488
C -1.239 0.695 -0.845
C -0.081 -0.304 -0.834
S 1.724 -0.566 -0.441
C 0.549 0.317 0.499
H -0.765 -0.946 1.573
H -0.536 0.382 2.451
H -2.490 -0.370 0.620
H -0.749 1.627 -0.708
H -2.104 0.538 -1.654
H -0.492 -1.230 -0.331
H 0.681 1.412 0.525
*
```

---

*B*
DFT (the ωB97M-V functional and the def2-TZVPD basis) results for a single C4H7NS molecule.

Properties
orbital gap	0.3129	hartree
E_HOMO	-8.3	eV
SMILES	C=C(C)C(N)=S

```
! RIJCOSX wB97M-V def2-TZVPD def2/J DEFGRID3
* xyz 0 1
C -0.232 1.681 0.722
C -0.147 0.503 0.161
C -1.391 -0.173 -0.415
C 1.162 -0.297 0.151
N 1.175 -1.535 -0.367
S 2.604 0.231 0.766
H -1.149 2.300 0.650
H 0.596 2.174 1.198
H -1.206 -0.455 -1.428
H -1.739 -1.025 0.137
H -2.184 0.552 -0.435
H 2.071 -2.003 -0.288
H 0.439 -1.954 -0.850
*
```

---

Stability, lowest: *A*

---

*A*
DFT (the ωB97M-V functional and the def2-TZVPD basis) results for 2 unconnected molecules or ions with the total composition C4H7NS.

Properties
orbital gap	0.3481	hartree
E_HOMO	-8.6	eV
SMILES	C=C=N.C=CS

```
! RIJCOSX wB97M-V def2-TZVPD def2/J DEFGRID3
* xyz 0 1
C -2.141 0.009 -0.322
C -1.278 -0.925 -0.156
N -0.633 -1.870 0.239
H -2.064 0.799 0.473
H -2.809 -0.078 -1.084
H 0.277 -2.135 -0.118
C 0.585 1.123 0.480
C 1.622 0.916 -0.310
S 2.639 -0.515 -0.195
H -0.181 1.868 0.227
H 0.439 0.629 1.450
H 1.694 1.347 -1.301
H 1.850 -1.168 0.616
*
```

---

*B*
DFT (the ωB97M-V functional and the def2-TZVPD basis) results for a single C4H7NS molecule.

Properties
orbital gap (spin up / spin down)	0.2703 / 0.2665	hartree
E_HOMO (spin up / spin down)	-7.4 / -7.2	eV

```
! RIJCOSX wB97M-V def2-TZVPD def2/J DEFGRID3
* xyz 0 1
C -0.971 -0.069 0.290
C 3.477 0.093 0.113
C 0.923 -0.646 -0.802
C -2.359 0.501 -0.003
N -0.396 -0.606 -0.686
S 1.852 0.375 0.199
H -0.490 0.235 1.234
H 3.896 -0.805 -0.310
H 4.109 0.820 0.426
H 1.395 -1.460 -1.342
H -3.141 -0.029 -0.638
H -2.947 0.852 0.811
H -2.149 1.383 -0.602
*
```

---

Stability, lowest: *B*

---

*A*
DFT (the ωB97M-V functional and the def2-TZVPD basis) results for a single C2H4N2S molecule.

Properties
orbital gap	0.2971	hartree
E_HOMO	-9.1	eV
SMILES	[H]/N=C(/N)C=S

```
! RIJCOSX wB97M-V def2-TZVPD def2/J DEFGRID3
* xyz 0 1
H -1.593 -1.694 1.455
N -0.792 -2.025 0.744
C -0.146 -1.075 0.266
N 1.089 -1.333 -0.264
C -0.625 0.537 0.079
S 0.164 1.912 -0.397
H 1.412 -2.300 -0.364
H 1.733 -0.663 -0.502
H -1.627 0.798 0.323
*
```

---

*B*
DFT (the ωB97M-V functional and the def2-TZVPD basis) results for a single C2H4N2S molecule.

Properties
orbital gap	0.2999	hartree
E_HOMO	-8.9	eV
SMILES	[H]/N=C\NC=S

```
! RIJCOSX wB97M-V def2-TZVPD def2/J DEFGRID3
* xyz 0 1
H -1.066 0.959 1.966
N 0.143 0.969 1.815
C 0.702 0.142 0.734
N -0.235 -0.460 0.029
C -0.235 -0.338 -1.497
S 1.146 -0.018 -2.352
H 1.807 0.315 0.678
H -1.201 -0.757 0.640
H -1.060 -0.812 -2.014
*
```

---

Stability, lowest: *B*